1.
{
  "formula": "C2H2N2O3",
  "method": "ωB97M-V with the def2-TZVPD basis set",
  "species": ["O", "C", "N", "C", "O", "N", "O", "H", "H"],
  "coordinates": [[2.420, -2.046, 0.277], [1.692, -1.188, 0.031], [0.776, -0.549, -0.377], [-0.025, 0.653, -0.092], [-0.744, 1.104, -1.066], [-0.899, -0.022, 0.981], [-2.069, -0.083, 0.676], [0.616, 1.353, 0.568], [-1.766, 0.779, -0.999]],
  "atomic_forces_ev_per_a": [[1.62, -0.57, 0.64], [-0.80, -0.83, -0.20], [-1.10, 2.14, -1.12], [1.40, -1.67, 3.37], [-3.08, 0.65, -2.03], [-2.03, -0.13, 0.43], [1.85, 0.25, 0.09], [-1.02, -0.44, -1.57], [3.15, 0.59, 0.39]],
  "e_lumo_ev": -0.786,
  "smiles": "O=C=N[C@@H](O)N=O",
  "homo_lumo_gap_ha": 0.345,
  "de_lowest_kj_mol": 291.4,
  "mol_weight_g_mol": 102.05,
  "multiplicity": 1
}

2.
{
  "formula": "C2H2N2O3",
  "method": "ωB97M-V with the def2-TZVPD basis set",
  "species": ["C", "C", "N", "N", "O", "O", "O", "H", "H"],
  "coordinates": [[1.096, -0.040, 0.252], [-0.946, -0.518, 1.483], [0.649, 0.455, -0.933], [2.262, 0.513, 0.297], [0.432, -0.753, 1.107], [-1.601, -1.406, 1.760], [1.965, 1.156, -0.931], [-1.217, 0.569, 1.476], [0.624, -0.289, -1.668]],
  "atomic_forces_ev_per_a": [[1.33, 0.82, 0.97], [2.88, 3.57, -1.50], [-0.08, 0.76, -1.89], [-0.50, -0.09, 1.19], [-1.13, -1.52, 1.23], [-2.24, -2.93, 1.10], [-0.89, -0.99, -1.39], [0.38, -0.63, -0.09], [0.24, 1.00, 0.39]],
  "e_lumo_ev": 0.606,
  "homo_lumo_gap_ha": 0.389,
  "de_lowest_kj_mol": 449.1,
  "mol_weight_g_mol": 102.05,
  "multiplicity": 1
}

3.
{
  "formula": "C2H2N2O3",
  "method": "ωB97M-V with the def2-TZVPD basis set",
  "species": ["O", "C", "N", "O", "H", "N", "C", "O", "H"],
  "coordinates": [[1.785, -0.061, -1.088], [1.246, -0.108, -0.023], [0.738, -0.638, 0.914], [0.904, -0.638, 2.288], [0.457, -1.452, 2.660], [-0.596, 0.401, -1.065], [-1.592, 1.112, -1.218], [-2.396, 1.946, -1.099], [-0.546, -0.562, -1.370]],
  "atomic_forces_ev_per_a": [[-0.21, 0.94, 1.65], [3.25, -1.30, -2.07], [-1.35, -1.20, 2.33], [-0.03, -0.25, 0.38], [0.48, 1.22, -1.27], [-3.01, 0.80, -1.55], [1.05, -0.09, 1.43], [0.04, -0.41, -0.70], [-0.22, 0.27, -0.20]],
  "e_lumo_ev": 0.133,
  "smiles": "O=C=NO.N=C=O",
  "homo_lumo_gap_ha": 0.361,
  "de_lowest_kj_mol": 325.5,
  "mol_weight_g_mol": 102.05,
  "multiplicity": 1
}